C5H8O3 | the ωB97M-V functional and the def2-TZVPD basis

Calculated values
- HOMO energy: -8.590 eV
- Electronic energy: -11451.2151 eV
- Frontier orbital gap: 9.48 eV
- SMILES: O[C@H]1C[C@]12COCO2

Geometry as ORCA input:
```
! RIJCOSX wB97M-V def2-TZVPD def2/J DEFGRID3
* xyz 0 1
O 1.9398 -1.0798 0.2968
C 1.6346 0.2251 0.5665
C 1.3842 1.0810 -0.6764
C 0.2096 0.4390 -0.0109
C -1.2216 1.0723 0.4781
O -2.1813 0.2222 -0.1067
C -1.5348 -1.0802 0.0302
O -0.2112 -0.6899 -0.5569
H 1.4863 -1.0614 -0.7907
H 1.9184 0.5617 1.6374
H 1.4342 2.3177 -0.7260
H 1.6859 0.6265 -1.6691
H -0.9075 0.9712 1.6215
H -1.5654 2.1790 0.1483
H -2.0515 -1.9612 -0.6098
H -1.2110 -1.6771 0.9981
*
```